The following is a DFT calculation (ωB97M-V/def2-TZVPD) of a cluster of 2 separate species, C5H15NO in total.

```
22
C5H15NO ωB97M-V/def2-TZVPD
C -0.54843 2.52173 0.53649
C 0.02752 1.15029 0.78139
N 0.53005 0.40392 -0.35631
C 1.91735 0.56665 -0.76102
C 0.00937 -0.90188 -0.73350
C 0.00576 -1.04318 -2.25678
H -0.96703 2.99850 1.41633
H 0.25902 3.19633 0.21320
H -1.15691 2.47119 -0.38708
H 0.79668 1.04307 1.55787
H -0.75216 0.46849 1.17526
H 2.07542 0.90598 -1.78091
H 2.49544 -0.38413 -0.67737
H 2.43892 1.13213 0.02169
H -0.93939 -1.12518 -0.26362
H 0.73289 -1.72418 -0.47944
H -0.77438 -0.43180 -2.76023
H 0.94814 -0.72731 -2.65577
H -0.14874 -2.05816 -2.62713
O -1.59282 -2.28430 2.39384
H -2.02751 -2.05137 3.20792
H -2.27015 -2.21530 1.71747
```

As for the SMILES: CCN(C)CC.O. The calculation puts the gap between HOMO and LUMO at 8.61 eV. The calculation puts the highest occupied orbital energy at -7.84 eV. As for the total energy: -329.4480 Eh.

These are the Mulliken partial charges, in e, on atoms 1 to 8:
1. C -1.169
2. C -0.440
3. N 0.188
4. C -1.213
5. C -0.245
6. C -1.188
7. H 0.393
8. H 0.277